Density functional theory data (the ωB97M-V functional and the def2-TZVPD basis) for C17H22F3N5O3S2Y as an isolated structure.

The LUMO energy is -3.17 eV. The total energy is -2294.83680 Ha. The frontier orbital gap comes out at 8.21 eV. The relative energy (zero: lowest compared OMol25 entry of this formula, charge and spin) is 0.00 kJ/mol.

```
! RIJCOSX wB97M-V def2-TZVPD def2/J DEFGRID3
* xyz 1 1
Y 0.202 0.268 -0.213
F -5.670 3.182 0.151
C -4.707 2.298 0.435
F -5.201 1.076 0.189
F -4.453 2.389 1.748
C -3.467 2.567 -0.386
C -3.434 3.629 -1.265
C -2.290 3.889 -2.017
C -1.212 3.049 -1.854
N -1.240 2.008 -1.009
C -2.334 1.750 -0.259
S -2.223 0.393 0.856
H -4.305 4.263 -1.365
H -2.244 4.719 -2.704
H -0.292 3.197 -2.404
C 4.561 -1.279 2.962
N 3.194 -1.041 2.505
C 2.507 -1.685 1.570
S 0.777 -1.625 1.640
N 3.078 -2.431 0.634
C 4.470 -2.443 0.210
H 4.614 -0.952 3.997
H 5.290 -0.717 2.381
H 4.791 -2.342 2.933
H 2.609 -0.489 3.112
H 2.418 -2.937 0.064
H 5.083 -3.109 0.815
H 4.877 -1.433 0.233
H 4.493 -2.793 -0.819
C 2.484 2.860 -3.371
C 3.459 3.347 -2.310
C 3.955 2.245 -1.340
C 5.023 2.805 -0.388
C 5.503 1.787 0.632
C 4.564 1.129 -2.204
O 5.630 1.243 -2.744
N 3.782 -0.018 -2.453
C 2.616 -0.269 -1.794
O 1.772 -1.122 -2.096
N 2.357 0.480 -0.698
C 2.783 1.744 -0.526
O 2.133 2.437 0.257
H 2.084 3.696 -3.941
H 1.629 2.331 -2.933
H 2.954 2.183 -4.083
H 3.007 4.124 -1.691
H 4.341 3.780 -2.783
H 4.584 3.668 0.117
H 5.854 3.166 -0.995
H 4.685 1.458 1.279
H 6.269 2.216 1.276
H 5.944 0.912 0.148
H 4.058 -0.600 -3.234
*
```

Atomic partial charges in e from the Löwdin method, atoms 1 to 6: Y 1.378; F 0.148; C -0.617; F 0.140; F 0.140; C -0.107

---

Density functional theory data (the ωB97M-V functional and the def2-TZVPD basis) for an isolated ion of composition C20H14Br2N2 and charge +2 at a distorted geometry.

The LUMO energy is -6.70 eV. Its structure (SMILES) is Brc1cccc[n+]1-c1ccc2cc(-[n+]3ccccc3Br)ccc2c1. The total energy is -6027.42618 Ha. The frontier orbital gap comes out at 7.47 eV. The relative energy (zero: lowest compared OMol25 entry of this formula, charge and spin) is 87.27 kJ/mol.

```
! RIJCOSX wB97M-V def2-TZVPD def2/J DEFGRID3
* xyz 2 1
Br 0.588 -4.373 0.514
Br -1.070 5.198 -1.980
C 4.226 -4.318 2.768
C -4.364 3.152 -3.732
C -0.004 2.237 -1.341
C 0.185 -1.381 2.157
C 4.310 -2.963 3.093
C -4.245 1.871 -3.304
C 2.991 -4.754 2.088
C -3.470 4.120 -3.319
C 1.420 -1.311 1.678
C -1.370 1.917 -1.122
C 1.007 1.518 -0.662
C -0.866 -0.483 1.783
C 1.755 -0.216 0.818
C -1.628 1.085 -0.024
C 3.414 -2.030 2.709
C -3.126 1.547 -2.480
C 2.103 -3.685 1.620
C -2.410 3.761 -2.431
C 0.749 0.619 0.296
C -0.588 0.408 0.653
N 2.343 -2.350 1.960
N -2.407 2.492 -1.917
H 5.094 -4.983 3.054
H -5.174 3.375 -4.467
H 0.423 2.753 -2.204
H -0.083 -2.253 2.771
H 5.160 -2.628 3.681
H -4.948 1.150 -3.664
H 2.760 -5.778 1.893
H -3.514 5.169 -3.580
H 1.945 1.766 -1.034
H -1.798 -0.793 2.216
H 2.827 -0.065 0.594
H -2.640 0.735 0.206
H 3.446 -0.971 2.988
H -3.041 0.462 -2.279
*
```

Atomic partial charges in e from the Löwdin method, atoms 1 to 6: Br 0.802; Br 0.825; C 0.045; C -0.024; C -0.015; C -0.047

---

Density functional theory data (the ωB97M-V functional and the def2-TZVPD basis) for a 2-piece molecular cluster, C3H3OS overall at a distorted geometry.

The LUMO energy is -7.69 eV. The total energy is -589.11764 Ha. The frontier orbital gap comes out at 6.08 eV. The relative energy (zero: lowest compared OMol25 entry of this formula, charge and spin) is 265.04 kJ/mol.

```
! RIJCOSX wB97M-V def2-TZVPD def2/J DEFGRID3
* xyz 1 1
C 0.777 -0.410 1.039
C -1.409 0.287 -0.975
C 1.204 -0.135 -0.141
O 1.524 0.147 -1.207
S -2.721 0.211 -0.282
H -0.173 -0.827 1.172
H -0.619 0.717 -1.433
H 1.416 0.010 1.827
*
```

Atomic partial charges in e from the Löwdin method, atoms 1 to 6: C 0.040; C -0.252; C -0.323; O 0.195; S 1.182; H 0.040

---

Density functional theory data (the ωB97M-V functional and the def2-TZVPD basis) for C38H49BaN3O7P4SSe2 as an isolated structure at a distorted geometry.

The LUMO energy (alpha / beta) is 3.89 / 3.89 eV. The total energy is -8760.86468 Ha. The frontier orbital gap (alpha / beta) comes out at 5.83 / 5.83 eV. The relative energy (zero: lowest compared OMol25 entry of this formula, charge and spin) is 0.00 kJ/mol.

```
! RIJCOSX wB97M-V def2-TZVPD def2/J DEFGRID3
* xyz -2 1
Ba 0.905 -0.202 0.054
Se -1.298 -1.264 2.653
P -0.414 0.292 3.945
Se 1.594 0.909 3.488
C -1.435 1.907 4.022
C -0.819 3.067 4.392
C -1.573 4.210 4.612
C -2.955 4.238 4.509
C -3.582 3.103 4.063
C -2.803 1.931 3.883
C -0.536 -0.215 5.764
C 0.046 0.601 6.779
C -0.053 0.319 8.145
C -0.639 -0.881 8.477
C -1.180 -1.734 7.486
C -1.092 -1.426 6.124
H 0.282 3.126 4.583
H -1.114 5.123 4.987
H -3.475 5.119 4.802
H -4.666 3.073 3.924
H -3.312 1.026 3.626
H 0.527 1.536 6.424
H 0.262 1.070 8.853
H -0.713 -1.164 9.485
H -1.695 -2.640 7.763
H -1.536 -2.087 5.388
C -2.687 -2.543 -0.215
C -3.289 -1.143 -0.507
C -4.785 -1.292 -0.858
P -2.105 -0.366 -1.692
C -2.825 1.148 -2.439
C -4.252 1.106 -3.055
C -1.826 1.586 -3.511
C -1.730 -1.595 -3.032
C -2.583 -2.031 -4.020
C -2.267 -2.912 -5.018
C -3.299 -3.270 -6.101
C -0.912 -3.355 -5.077
C -0.079 -3.017 -4.063
C -0.433 -2.142 -2.986
N 0.455 -1.874 -2.009
C 1.756 -2.454 -2.117
C 2.784 -1.713 -2.725
C 2.365 -0.379 -3.361
C 4.079 -2.073 -2.517
C 4.448 -3.266 -1.836
C 5.836 -3.511 -1.446
C 3.382 -4.041 -1.410
C 2.054 -3.641 -1.510
C 0.940 -4.342 -0.762
H -2.905 -2.966 0.752
H -1.578 -2.530 -0.195
H -2.956 -3.304 -0.979
H -3.164 -0.472 0.344
H -4.862 -1.782 -1.821
H -5.318 -0.361 -0.962
H -5.291 -1.958 -0.126
H -2.747 1.913 -1.641
H -4.226 0.287 -3.779
H -4.501 2.055 -3.504
H -5.048 0.919 -2.332
H -1.829 0.913 -4.362
H -0.788 1.720 -3.106
H -2.163 2.549 -3.857
H -3.602 -1.644 -3.945
H -4.174 -2.626 -6.050
H -3.642 -4.340 -6.073
H -2.874 -3.095 -7.075
H -0.598 -4.054 -5.864
H 0.983 -3.305 -3.997
H 1.961 0.331 -2.637
H 1.634 -0.544 -4.205
H 3.200 0.057 -3.849
H 4.843 -1.346 -2.786
H 5.921 -3.093 -0.381
H 6.474 -2.853 -2.036
H 6.078 -4.560 -1.536
H 3.624 -4.878 -0.841
H 1.155 -5.388 -0.564
H -0.005 -4.223 -1.331
H 0.652 -3.883 0.204
O 4.114 -1.252 3.063
P 4.215 -1.161 1.505
O 5.554 -1.589 1.119
O 3.052 -1.791 0.888
O 4.228 0.508 1.324
P 3.822 1.789 0.469
O 5.011 2.155 -0.544
O 3.567 2.872 1.450
O 2.686 1.331 -0.382
H 3.207 -1.397 3.302
H 4.465 2.633 -1.200
C 1.021 5.704 -2.369
N 1.353 5.243 -1.034
C 2.291 5.814 -0.240
C 2.242 5.185 0.962
N 1.338 4.188 0.830
C 0.719 4.249 -0.374
S -0.676 3.296 -0.779
H 1.909 6.034 -2.927
H 0.342 6.531 -2.320
H 0.641 4.838 -2.885
H 2.777 6.703 -0.616
H 2.839 5.296 1.862
H 1.282 3.369 1.464
*
```

Atomic partial charges in e from the Löwdin method, atoms 1 to 6: Ba 1.537; Se 0.181; P 0.119; Se 0.329; C -0.375; C -0.153